13 unconnected molecules or ions with the total composition C61H77N2O40P, computed with the ωB97M-V functional and the def2-TZVPD basis.

```
! RIJCOSX wB97M-V def2-TZVPD def2/J DEFGRID3
* xyz -2 1
C -1.97 0.42 0.74
C -0.79 0.30 -0.35
C -0.63 1.44 -1.36
O 0.19 1.05 -2.47
C 0.55 1.99 -3.49
N 0.57 0.03 0.29
H 0.47 -0.67 1.01
H 1.25 -0.26 -0.39
H 0.92 0.85 0.77
H -2.89 0.66 0.20
H -1.90 1.22 1.46
H -2.13 -0.41 1.43
H -0.98 -0.58 -0.97
H -0.31 2.41 -0.98
H -1.60 1.49 -1.85
H 1.20 1.53 -4.23
H 1.10 2.81 -3.04
H -0.33 2.27 -4.07
P 5.54 2.29 3.44
O 5.59 0.97 4.23
O 6.57 1.89 2.42
O 6.30 3.14 4.46
O 4.15 2.74 3.01
C 5.50 0.35 -12.26
O 6.48 0.49 -13.32
C 7.13 -0.68 -13.75
C 8.08 -0.25 -14.89
O 7.24 0.20 -15.95
C 8.01 0.33 -17.23
H 5.96 -0.03 -11.34
H 4.69 -0.27 -12.63
H 5.14 1.37 -12.10
H 6.33 -1.33 -14.11
H 7.79 -1.09 -12.98
H 8.59 -1.17 -15.18
H 8.93 0.41 -14.75
H 7.41 0.19 -18.13
H 8.88 -0.33 -17.27
H 8.30 1.37 -17.36
C -6.62 -4.14 8.50
O -7.94 -3.82 8.87
C -8.33 -2.46 8.88
C -8.73 -2.11 7.46
O -7.56 -1.92 6.63
C -7.93 -1.16 5.50
H -6.34 -3.93 7.46
H -6.47 -5.21 8.69
H -5.84 -3.47 8.86
H -7.49 -1.87 9.24
H -9.14 -2.23 9.56
H -9.38 -1.24 7.46
H -9.43 -2.87 7.10
H -8.82 -1.51 4.98
H -7.24 -1.27 4.66
H -8.10 -0.12 5.76
C -4.21 0.05 -7.69
O -4.57 1.02 -8.71
C -5.63 1.89 -8.36
C -5.69 3.22 -9.12
O -6.28 2.94 -10.37
C -7.13 3.99 -10.93
H -3.71 0.54 -6.85
H -3.62 -0.78 -8.08
H -5.07 -0.39 -7.19
H -5.64 2.16 -7.30
H -6.54 1.31 -8.54
H -4.70 3.68 -9.16
H -6.24 3.89 -8.46
H -7.97 4.11 -10.24
H -7.56 3.70 -11.89
H -6.65 4.97 -10.95
C -3.93 6.90 -1.73
O -4.94 6.21 -1.59
N -3.49 7.49 -2.82
C -4.27 7.38 -4.05
C -2.21 8.07 -2.79
H -3.29 7.13 -0.86
H -4.08 8.26 -4.67
H -5.34 7.17 -4.03
H -3.80 6.61 -4.67
H -1.87 8.41 -1.81
H -1.33 7.50 -3.09
H -2.25 9.10 -3.15
C -0.85 3.54 7.30
C -1.58 4.02 6.27
C -3.06 4.19 6.40
O -3.70 4.59 5.48
C -3.61 3.61 7.65
C -2.92 3.12 8.65
C -1.37 3.07 8.61
O -0.64 2.64 9.48
O -3.45 2.64 9.78
O -0.99 4.43 5.13
H 0.20 3.50 7.08
H -4.67 3.60 7.87
H -2.79 2.30 10.39
H -0.15 4.00 4.97
C 0.98 -3.28 10.62
C 2.05 -3.09 11.43
C 3.34 -2.51 10.95
O 4.27 -2.21 11.73
C 3.23 -2.15 9.55
C 2.13 -2.30 8.75
C 0.93 -2.99 9.19
O 0.00 -3.39 8.48
O 2.03 -1.66 7.54
O 2.13 -3.49 12.74
H 0.08 -3.70 11.04
H 4.09 -1.60 9.19
H 2.81 -1.12 7.37
H 2.96 -3.23 13.13
C 5.67 -6.73 5.85
C 6.30 -5.60 5.65
C 7.52 -5.19 6.48
O 8.18 -4.16 6.34
C 7.93 -6.22 7.54
C 7.26 -7.38 7.61
C 6.04 -7.72 6.82
O 5.34 -8.73 7.03
O 7.48 -8.21 8.65
O 5.99 -4.70 4.72
H 4.79 -6.90 5.25
H 8.73 -6.01 8.23
H 6.77 -8.84 8.79
H 5.95 -3.79 5.01
C 0.13 -9.87 2.32
C -0.29 -8.59 2.67
C -0.06 -7.43 1.76
O -0.45 -6.25 1.85
C 0.67 -7.83 0.55
C 0.94 -9.09 0.14
C 0.66 -10.28 0.97
O 0.96 -11.45 0.74
O 1.58 -9.35 -1.02
O -0.57 -8.33 4.01
H 0.07 -10.61 3.10
H 1.12 -7.08 -0.10
H 1.88 -10.25 -1.17
H -0.87 -7.44 4.22
C 5.56 9.85 -1.61
C 5.75 10.45 -0.40
C 5.22 9.85 0.86
O 5.35 10.43 1.92
C 4.53 8.57 0.71
C 4.39 8.00 -0.49
C 4.75 8.71 -1.82
O 4.36 8.43 -2.96
O 4.06 6.66 -0.64
O 6.34 11.70 -0.36
H 6.10 10.30 -2.42
H 4.19 8.13 1.63
H 3.98 6.23 0.21
H 6.03 12.16 0.43
C -12.82 1.69 -1.52
C -11.44 1.91 -1.64
C -10.44 0.84 -1.94
O -9.18 1.02 -2.12
C -11.08 -0.41 -2.26
C -12.43 -0.71 -2.14
C -13.42 0.33 -1.65
O -14.60 0.07 -1.42
O -12.97 -1.93 -2.40
O -10.92 3.05 -1.24
H -13.42 2.52 -1.17
H -10.38 -1.22 -2.40
H -13.93 -1.90 -2.45
H -9.96 3.12 -1.18
C 8.79 -2.69 -2.00
C 7.50 -2.62 -2.33
C 6.81 -3.61 -3.20
O 5.64 -3.55 -3.53
C 7.81 -4.67 -3.65
C 9.11 -4.72 -3.21
C 9.74 -3.67 -2.48
O 10.95 -3.49 -2.34
O 9.89 -5.80 -3.49
O 6.69 -1.63 -1.91
H 9.16 -1.98 -1.27
H 7.44 -5.40 -4.36
H 10.68 -5.72 -2.94
H 7.06 -1.20 -1.14
*
```

* lowest unoccupied orbital energy: 0.022 hartree
* HOMO level: -0.200 eV
* orbital gap: 0.80 eV

A molecular structure, C24H28CrNOSTe, computed with the ωB97M-V functional and the def2-TZVPD basis.

```
! RIJCOSX wB97M-V def2-TZVPD def2/J DEFGRID3
* xyz -1 5
Cr -0.09 0.91 -0.93
C 3.25 -2.51 1.54
C 1.79 -2.78 1.74
C 1.29 -4.00 1.40
C -0.10 -4.33 1.51
C -0.57 -5.73 1.16
C -0.96 -3.31 1.93
C -0.45 -2.02 2.22
C -1.43 -0.92 2.64
C 0.90 -1.81 2.18
H 3.88 -3.37 1.83
H 3.62 -1.61 2.06
H 3.47 -2.29 0.48
H 1.98 -4.75 1.10
H -1.47 -5.73 0.52
H -0.81 -6.25 2.09
H 0.18 -6.33 0.66
H -2.03 -3.52 2.01
H -1.34 -0.95 3.73
H -2.49 -1.21 2.37
H -1.13 0.05 2.21
H 1.29 -0.82 2.39
N -3.68 -1.00 -1.94
C -2.76 -0.06 -1.60
O -2.38 0.08 -0.40
C -2.35 0.88 -2.75
C -1.26 1.84 -2.36
H -3.88 -1.76 -1.28
H -4.06 -1.20 -2.89
H -3.27 1.37 -3.09
H -1.92 0.22 -3.51
H -1.57 2.65 -1.68
H -0.59 2.18 -3.11
Te 0.98 1.90 1.27
C -0.29 3.30 2.25
C -1.68 3.11 2.42
C -2.39 3.99 3.24
C -1.82 5.08 3.85
C -0.43 5.22 3.71
C 0.35 4.35 2.94
H -2.20 2.25 1.97
H -3.47 3.90 3.32
H -2.41 5.84 4.36
H 0.09 6.06 4.12
H 1.43 4.45 2.93
S 0.84 -0.84 -1.94
C 1.77 0.07 -3.15
C 2.75 0.98 -2.73
C 3.52 1.68 -3.65
C 3.35 1.46 -5.03
C 2.45 0.51 -5.43
C 1.63 -0.17 -4.54
H 2.97 1.17 -1.67
H 4.25 2.41 -3.27
H 3.96 1.94 -5.77
H 2.37 0.28 -6.50
H 0.92 -0.88 -4.91
*
```

* lowest unoccupied orbital energy (alpha / beta): 0.098 / 0.098 hartree
* HOMO level (alpha / beta): -3.426 / -4.092 eV
* orbital gap (alpha / beta): 6.10 / 6.76 eV

2 unconnected molecules or ions with the total composition C64H82N5, computed with the ωB97M-V functional and the def2-TZVPD basis.

```
! RIJCOSX wB97M-V def2-TZVPD def2/J DEFGRID3
* xyz 1 1
C -0.11 2.39 4.20
C -1.61 2.62 3.97
C -2.36 2.41 5.28
C -2.11 1.76 2.82
C -2.54 0.44 3.03
C -2.76 -0.43 1.97
C -2.94 -1.93 2.16
C -3.35 -2.31 3.58
C -1.73 -2.73 1.71
C -2.74 0.10 0.64
C -3.07 -0.75 -0.50
N -4.38 -1.11 -0.83
C -5.50 -1.19 0.08
C -5.93 -2.44 0.53
C -5.31 -3.74 -0.01
C -6.07 -4.24 -1.23
C -5.09 -4.78 1.07
C -6.94 -2.49 1.50
C -7.37 -1.32 2.12
C -6.91 -0.08 1.68
C -6.08 0.00 0.55
C -5.82 1.32 -0.17
C -6.24 2.54 0.64
C -6.45 1.40 -1.57
N -4.41 -1.80 -1.99
N -3.13 -1.77 -2.45
C -2.84 -2.46 -3.69
C -2.31 -3.76 -3.63
C -2.16 -4.52 -2.31
C -0.70 -4.73 -1.92
C -2.93 -5.85 -2.34
C -2.03 -4.42 -4.83
C -2.44 -3.89 -6.05
C -3.12 -2.67 -6.07
C -3.31 -1.93 -4.90
C -4.19 -0.68 -5.02
C -3.70 0.57 -4.29
C -5.63 -1.05 -4.65
C -2.23 -1.28 -1.46
C -0.84 -1.34 -1.46
C -2.39 1.46 0.42
C -2.31 2.05 -0.99
C -0.86 2.22 -1.42
C -3.06 3.37 -1.14
C -2.06 2.25 1.52
H 0.48 2.57 3.29
H 0.26 3.05 4.99
H 0.06 1.35 4.51
H -1.74 3.67 3.66
H -3.44 2.45 5.14
H -2.10 1.44 5.72
H -2.08 3.18 6.00
H -2.65 0.06 4.05
H -3.78 -2.20 1.50
H -4.25 -1.76 3.89
H -3.57 -3.38 3.64
H -2.53 -2.09 4.28
H -1.39 -2.43 0.71
H -0.90 -2.59 2.42
H -1.97 -3.81 1.66
H -4.31 -3.46 -0.37
H -5.89 -3.52 -2.04
H -5.72 -5.23 -1.54
H -7.15 -4.28 -1.02
H -4.54 -4.35 1.92
H -6.04 -5.18 1.45
H -4.50 -5.61 0.67
H -7.35 -3.46 1.80
H -8.09 -1.37 2.95
H -7.22 0.84 2.18
H -4.73 1.36 -0.30
H -5.79 2.53 1.64
H -5.94 3.47 0.14
H -7.34 2.55 0.75
H -6.17 0.55 -2.21
H -7.54 1.42 -1.49
H -6.12 2.32 -2.08
H -2.63 -3.89 -1.55
H -0.17 -3.78 -1.93
H -0.63 -5.14 -0.90
H -0.21 -5.42 -2.61
H -3.96 -5.69 -2.68
H -2.46 -6.57 -3.02
H -2.97 -6.30 -1.34
H -1.54 -5.40 -4.79
H -2.28 -4.43 -6.98
H -3.52 -2.28 -7.01
H -4.18 -0.44 -6.09
H -2.67 0.80 -4.57
H -4.33 1.43 -4.53
H -3.74 0.42 -3.21
H -6.01 -1.82 -5.33
H -5.66 -1.46 -3.63
H -6.30 -0.18 -4.69
H -0.34 -1.81 -2.29
H -0.33 -0.91 -0.60
H -2.77 1.33 -1.67
H -0.36 1.25 -1.50
H -0.80 2.73 -2.39
H -0.32 2.83 -0.67
H -4.11 3.28 -0.84
H -2.59 4.16 -0.54
H -3.04 3.67 -2.20
H -1.74 3.29 1.35
C 2.46 4.95 2.85
N 3.60 4.16 2.41
C 3.76 2.81 2.59
C 5.02 2.42 2.04
C 5.53 1.13 1.90
C 6.86 0.86 1.38
C 7.22 1.05 0.02
C 8.52 0.89 -0.43
C 9.55 0.49 0.48
N 10.83 0.29 0.04
C 11.08 0.13 -1.38
C 10.31 1.15 -2.21
C 8.83 1.14 -1.87
C 11.79 -0.42 0.89
C 11.70 0.00 2.34
C 10.26 0.02 2.88
C 9.21 0.32 1.85
C 7.88 0.41 2.24
C 5.66 3.66 1.57
C 6.88 3.99 1.00
C 7.02 5.23 0.36
C 6.00 6.20 0.43
C 4.83 5.95 1.16
C 4.71 4.69 1.74
H 2.53 5.94 2.38
H 1.51 4.50 2.52
H 2.42 5.07 3.95
H 2.99 2.18 3.01
H 4.99 0.31 2.40
H 6.46 1.38 -0.69
H 12.16 0.25 -1.55
H 10.80 -0.88 -1.71
H 10.72 2.15 -2.04
H 10.44 0.90 -3.26
H 8.32 0.37 -2.48
H 8.38 2.10 -2.16
H 11.66 -1.51 0.80
H 12.79 -0.19 0.50
H 12.28 -0.70 2.94
H 12.14 0.99 2.47
H 10.05 -0.95 3.36
H 10.19 0.77 3.67
H 7.61 0.22 3.28
H 7.71 3.30 1.09
H 7.94 5.45 -0.18
H 6.11 7.14 -0.10
H 4.02 6.67 1.25
*
```

* lowest unoccupied orbital energy: -0.167 hartree
* HOMO level: -7.516 eV
* orbital gap: 2.99 eV

C4H8O2 in the gas phase, computed with the ωB97M-V functional and the def2-TZVPD basis.

```
! RIJCOSX wB97M-V def2-TZVPD def2/J DEFGRID3
* xyz 0 1
C 1.73 0.62 0.14
C 0.95 -0.85 -0.11
O 0.20 -0.31 1.12
C -0.51 -0.82 0.05
C -1.43 0.09 -0.70
O -2.39 0.62 0.18
H 1.39 1.30 -0.63
H 2.75 0.32 0.07
H 1.65 1.20 1.11
H 1.35 -1.87 0.08
H -0.98 -1.71 0.48
H -1.96 -0.48 -1.47
H -0.85 0.87 -1.21
H -1.90 1.03 0.90
*
```

* lowest unoccupied orbital energy: 0.036 hartree
* HOMO level: -9.260 eV
* structure (SMILES): C[C@H]1O[C@H]1CO
* orbital gap: 10.24 eV

Across the entries above, F_max takes the values 3.57, 2.90, 2.94, 3.94 eV/Å, respectively.
Across the entries above, ΔE to the lowest compared entry with this formula, charge and spin takes the values 13.235, 0.037, 0.111, 4.811 eV, respectively.